P:
C2H5NOS in the gas phase. Source: OMol25; level of theory: ωB97M-V with the def2-TZVPD basis set.

The geometry in XYZ format:
```
10
Properties=species:S:1:pos:R:3:mulliken_charge:R:1
S 2.728 0.186 0.017 -0.46
O 0.056 1.590 0.014 -0.39
N 0.059 0.196 -0.044 0.19
C 1.212 -0.503 -0.045 0.07
C -1.269 -0.304 0.018 -0.78
H 1.033 1.808 -0.121 0.30
H -1.731 0.085 0.902 0.31
H -1.262 -1.405 0.162 0.27
H 1.010 -1.602 -0.029 0.21
H -1.836 -0.051 -0.873 0.27
```

Computed properties:
Total charge = 0
Kohn-Sham gap = 9.43 eV
M = 91.13 g/mol
SMILES = CN(O)C=S

---

Q:
2 unconnected molecules or ions with the total composition C2H5NOS. Source: OMol25; level of theory: ωB97M-V with the def2-TZVPD basis set.

The geometry in XYZ format:
```
10
Properties=species:S:1:pos:R:3:mulliken_charge:R:1
S -1.901 0.161 0.326 0.33
O -2.790 0.431 -0.846 -0.45
N 1.899 0.582 -0.161 -0.42
C -0.795 -1.297 -0.032 -0.54
C 1.297 1.615 0.052 -0.04
H -1.258 -1.781 -0.849 0.26
H 1.424 2.567 0.668 0.25
H -0.796 -1.792 0.905 0.28
H 2.764 0.359 0.231 0.20
H 0.156 -0.844 -0.294 0.14
```

Computed properties:
Total charge = 0
Kohn-Sham gap (spin up / spin down) = 7.83 / 8.50 eV
M = 91.13 g/mol

---

R:
2 unconnected molecules or ions with the total composition C2H5NOS. Source: OMol25; level of theory: ωB97M-V with the def2-TZVPD basis set.

The geometry in XYZ format:
```
10
Properties=species:S:1:pos:R:3:mulliken_charge:R:1
S -1.063 -0.288 1.325 -0.14
O 2.128 -2.182 1.753 -0.31
N -0.837 -0.006 -0.263 -0.32
C -0.439 1.365 -0.695 -0.63
C 1.311 -1.673 1.075 0.13
H -1.287 2.028 -0.344 0.24
H 1.301 -1.357 0.015 0.22
H -0.360 1.405 -1.818 0.28
H 0.484 1.450 -0.065 0.25
H -1.238 -0.742 -0.983 0.28
```

Computed properties:
Total charge = 0
Kohn-Sham gap (spin up / spin down) = 8.25 / 7.50 eV
M = 91.13 g/mol

---

Verdict on stability: P comes out on top.

---

P:
C2H5NOS in the gas phase. Source: OMol25; level of theory: ωB97M-V with the def2-TZVPD basis set.

The geometry in XYZ format:
```
10
Properties=species:S:1:pos:R:3:mulliken_charge:R:1
S 0.120 0.766 0.496 0.04
O 0.749 -0.340 -1.974 -0.37
N -0.077 -1.219 -1.340 -0.38
C -0.421 -0.738 -0.171 -0.02
C -0.485 0.619 2.197 -0.89
H -1.530 0.440 2.164 0.30
H 0.996 -0.752 -2.843 0.34
H -0.250 1.558 2.673 0.31
H -1.140 -1.338 0.387 0.35
H -0.015 -0.200 2.699 0.31
```

Computed properties:
Total charge = 0
Kohn-Sham gap = 9.47 eV
M = 91.13 g/mol
SMILES = CS/C=N\O

---

Q:
2 unconnected molecules or ions with the total composition C2H5NOS. Source: OMol25; level of theory: ωB97M-V with the def2-TZVPD basis set.

The geometry in XYZ format:
```
10
Properties=species:S:1:pos:R:3:mulliken_charge:R:1
S -1.170 -1.701 -1.140 -0.22
O 1.578 -1.407 2.136 -0.63
N -0.709 -0.262 -0.766 -0.06
C -0.290 0.703 -0.021 -0.10
C -0.888 1.190 -1.254 -0.53
H 0.358 0.723 0.795 0.33
H -0.334 1.483 -2.045 0.27
H -1.874 1.360 -1.246 0.29
H 2.379 -0.882 2.109 0.32
H 0.950 -1.207 1.434 0.32
```

Computed properties:
Total charge = 0
Kohn-Sham gap (spin up / spin down) = 8.39 / 8.39 eV
M = 91.13 g/mol
SMILES = [S-][N+]1=CC1.O

---

Verdict on stability: P comes out on top.

---

P:
2 unconnected molecules or ions with the total composition C3H8O2. Source: OMol25; level of theory: ωB97M-V with the def2-TZVPD basis set.

The geometry in XYZ format:
```
13
Properties=species:S:1:pos:R:3:mulliken_charge:R:1
O 0.177 -0.940 -1.656 -0.55
O -2.228 0.506 -1.574 -0.65
C 0.106 0.255 0.440 -0.11
C 1.120 -0.137 1.532 -1.12
C 0.679 -0.144 -0.890 -0.06
H -0.860 -0.238 0.568 0.22
H 1.744 -0.979 1.207 0.33
H 1.670 0.297 -1.130 0.36
H -0.078 1.336 0.442 0.31
H -1.630 -0.242 -1.733 0.35
H -3.034 0.106 -1.227 0.31
H 0.602 -0.453 2.441 0.32
H 1.788 0.690 1.788 0.30
```

Computed properties:
Total charge = 0
Kohn-Sham gap = 11.07 eV
M = 76.09 g/mol
SMILES = CCC=O.O

---

Q:
2 unconnected molecules or ions with the total composition C3H8O2. Source: OMol25; level of theory: ωB97M-V with the def2-TZVPD basis set.

The geometry in XYZ format:
```
13
Properties=species:S:1:pos:R:3:mulliken_charge:R:1
O 0.550 -0.916 -0.292 -0.50
O 1.253 -1.654 2.545 -0.66
C -0.042 0.336 -0.618 0.56
C 0.576 1.494 -0.728 -0.83
C -1.487 0.265 -0.847 -1.04
H 0.523 -1.332 0.509 0.25
H 1.979 -2.054 1.989 0.35
H 0.785 -1.021 2.007 0.30
H -1.889 1.132 -0.402 0.42
H -1.766 0.313 -1.884 0.30
H -0.036 2.191 -1.257 0.26
H 1.602 1.802 -0.869 0.33
H -2.047 -0.556 -0.153 0.26
```

Computed properties:
Total charge = 0
Kohn-Sham gap = 10.40 eV
M = 76.09 g/mol
SMILES = C=C(C)O.O

---

Verdict on stability: P comes out on top.

---

P:
C3H8O2 in the gas phase. Source: OMol25; level of theory: ωB97M-V with the def2-TZVPD basis set.

The geometry in XYZ format:
```
13
Properties=species:S:1:pos:R:3:mulliken_charge:R:1
O 0.020 -0.472 2.048 -0.52
O -0.700 0.317 -0.469 -0.35
C 0.666 0.372 -0.098 -0.40
C -0.965 -0.579 -1.520 -0.71
C 0.686 0.588 1.403 -0.45
H 0.216 1.556 1.637 0.26
H -0.373 -0.347 -2.416 0.30
H 1.182 1.182 -0.636 0.31
H -2.026 -0.485 -1.763 0.24
H -0.829 -0.542 1.587 0.33
H -0.756 -1.616 -1.219 0.32
H 1.165 -0.581 -0.329 0.33
H 1.714 0.607 1.777 0.35
```

Computed properties:
Total charge = 0
Kohn-Sham gap = 11.10 eV
M = 76.09 g/mol
SMILES = COCCO

---

Q:
C3H8O2 in the gas phase. Source: OMol25; level of theory: ωB97M-V with the def2-TZVPD basis set.

The geometry in XYZ format:
```
13
Properties=species:S:1:pos:R:3:mulliken_charge:R:1
O -1.832 -0.282 -0.989 -0.55
O 0.701 0.496 -1.311 -0.56
C 0.162 0.457 -0.005 0.50
C -0.892 -0.644 0.028 -0.53
C 1.300 0.357 0.994 -1.29
H 1.923 -0.529 0.831 0.34
H -0.391 1.389 0.201 0.16
H 1.942 1.238 0.882 0.32
H -0.448 -1.628 -0.178 0.33
H 0.922 0.346 2.021 0.36
H -1.402 -0.685 1.000 0.25
H -0.089 0.480 -1.875 0.35
H -1.971 -1.024 -1.587 0.31
```

Computed properties:
Total charge = 0
Kohn-Sham gap = 10.87 eV
M = 76.09 g/mol
SMILES = C[C@@H](O)CO

---

R:
2 unconnected molecules or ions with the total composition C3H8O2. Source: OMol25; level of theory: ωB97M-V with the def2-TZVPD basis set.

The geometry in XYZ format:
```
13
Properties=species:S:1:pos:R:3:mulliken_charge:R:1
O 1.277 -0.474 -0.521 -0.45
O -1.341 1.166 -1.072 -0.51
C 2.938 -0.787 1.093 -0.72
C -2.579 0.768 -0.466 -0.49
C 1.575 -0.968 0.637 0.06
H 0.431 -0.103 -0.688 0.33
H -1.464 1.072 -2.044 0.31
H 3.738 -0.135 0.741 0.26
H -2.597 1.453 0.487 0.19
H -3.407 1.033 -1.200 0.28
H 0.752 -1.356 1.245 0.31
H 3.301 -1.331 1.975 0.22
H -2.620 -0.337 -0.187 0.22
```

Computed properties:
Total charge = 0
Kohn-Sham gap = 8.69 eV
M = 76.09 g/mol
SMILES = C=CO.CO

---

Verdict on stability: Q comes out on top.

---

P:
2 unconnected molecules or ions with the total composition C3H8O2. Source: OMol25; level of theory: ωB97M-V with the def2-TZVPD basis set.

The geometry in XYZ format:
```
13
Properties=species:S:1:pos:R:3:mulliken_charge:R:1
O -3.541 -1.329 0.732 -0.43
O -2.591 0.751 0.544 -0.50
C 2.485 0.417 -0.162 -0.89
C -2.481 -0.468 0.628 0.40
C 1.059 0.290 -0.647 -0.58
H 3.150 -0.493 -0.548 0.22
H 2.795 0.287 0.864 0.34
H -4.311 -0.653 0.641 0.37
H 2.758 1.502 -0.355 0.25
H -1.439 -0.931 0.590 0.17
H 1.142 0.679 -1.692 0.23
H 0.296 0.750 -0.066 0.26
H 0.681 -0.803 -0.529 0.17
```

Computed properties:
Total charge = 0
Kohn-Sham gap = 11.83 eV
M = 76.09 g/mol
SMILES = O=CO.CC

---

Q:
2 unconnected molecules or ions with the total composition C3H8O2. Source: OMol25; level of theory: ωB97M-V with the def2-TZVPD basis set.

The geometry in XYZ format:
```
13
Properties=species:S:1:pos:R:3:mulliken_charge:R:1
O 0.660 0.801 -0.767 -0.46
O 2.706 0.323 1.760 -0.58
C -0.505 -1.240 -0.147 -0.88
C -0.593 0.104 -0.438 0.83
C -1.836 0.767 -0.814 -1.09
H -1.148 -1.934 -0.784 0.21
H 1.251 0.093 -0.586 0.24
H -2.069 1.494 0.035 0.24
H 2.943 0.429 2.612 0.27
H 2.881 -0.617 1.529 0.32
H 0.462 -1.688 0.206 0.26
H -2.073 1.337 -1.763 0.30
H -2.678 0.132 -0.843 0.33
```

Computed properties:
Total charge = 0
Kohn-Sham gap = 9.26 eV
M = 76.09 g/mol
SMILES = C=C(C)O.O

---

Verdict on stability: P comes out on top.

---

P:
2 unconnected molecules or ions with the total composition C4H9NO. Source: OMol25; level of theory: ωB97M-V with the def2-TZVPD basis set.

The geometry in XYZ format:
```
15
Properties=species:S:1:pos:R:3:mulliken_charge:R:1
O 0.469 -2.396 1.319 -0.56
N 1.322 0.868 1.642 -0.53
C 1.215 -0.083 0.551 -0.34
C -1.210 0.855 -1.053 -1.05
C 0.312 -1.200 1.029 0.10
C -0.621 -0.562 -0.914 -0.54
H -1.782 0.951 -1.960 0.36
H 2.245 1.276 1.662 0.24
H -1.638 1.203 -0.107 0.35
H -0.336 -0.928 -1.921 0.35
H -0.542 -0.634 1.446 0.32
H -1.531 -1.239 -0.703 0.25
H 1.962 -0.468 -0.240 0.35
H -0.353 1.600 -1.230 0.30
H 0.489 0.757 0.481 0.39
```

Computed properties:
Total charge = 0
Kohn-Sham gap = 6.15 eV
M = 87.12 g/mol

---

Q:
2 unconnected molecules or ions with the total composition C4H9NO. Source: OMol25; level of theory: ωB97M-V with the def2-TZVPD basis set.

The geometry in XYZ format:
```
15
Properties=species:S:1:pos:R:3:mulliken_charge:R:1
O -1.323 1.978 2.255 -0.53
N -2.843 0.654 3.344 -0.34
C 2.631 -0.503 -2.392 -1.03
C -1.975 0.966 2.361 0.32
C 1.194 -0.836 -2.143 0.15
C 0.573 -0.466 -1.033 -0.75
H 1.056 0.128 -0.258 0.25
H -1.997 0.241 1.528 0.12
H 0.577 -1.477 -2.766 0.31
H 2.869 0.536 -2.147 0.31
H 3.292 -1.097 -1.768 0.25
H 2.833 -0.558 -3.463 0.31
H -3.456 -0.100 3.122 0.22
H -0.446 -0.719 -0.761 0.19
H -2.986 1.253 4.119 0.22
```

Computed properties:
Total charge = 0
Kohn-Sham gap = 10.45 eV
M = 87.12 g/mol
SMILES = C=CC.NC=O

---

Verdict on stability: Q comes out on top.